[1]
A 12-piece molecular cluster, C4H29NO14 overall at a distorted geometry, computed with the ωB97M-V functional and the def2-TZVPD basis.

XYZ file:
```
48
Properties=species:S:1:pos:R:3
O 1.8350 1.2834 -0.9836
C 0.8104 0.7129 -1.2084
N 0.5045 -0.3554 -0.2019
C -0.5155 -1.2485 -0.2975
O -0.6567 -2.0069 0.7743
O -1.2649 -1.3765 -1.2737
C -0.0972 1.0730 -2.3066
C -0.4277 2.5769 -2.4205
H 1.2353 -0.4062 0.5222
H -0.0437 -1.7695 1.5072
H -1.1128 0.6851 -2.3684
H 0.3105 0.7740 -3.2749
H -1.1228 2.9276 -1.6561
H 0.4616 3.2036 -2.3017
H -0.8368 2.8255 -3.3963
H 1.4371 -2.4673 -1.7279
H -0.0815 -2.3545 -3.3526
O 0.3641 -1.7227 -3.9225
H -2.5197 3.0914 1.1426
H -1.6679 3.1087 2.3626
O -2.1007 3.7093 1.7470
H 0.0632 -4.2331 -1.9298
H -0.6093 -3.6531 -0.7568
O 0.0345 -3.3994 -1.4314
H 4.0438 -0.8321 -0.4418
H 4.0059 0.5309 0.1752
O 3.5699 -0.3220 0.2171
H -3.2998 0.6399 -0.0487
H -4.5667 1.6510 0.4402
O -3.6461 1.4077 0.4005
H 1.9180 0.4226 4.1339
H 0.4388 0.7963 3.9297
O 1.0968 0.5632 4.5952
H 1.3086 -1.8382 -3.7301
H 2.4525 -1.4826 -1.2481
O 2.2667 -2.0286 -2.0000
H 3.1872 1.0213 1.7209
H 2.5027 2.2295 2.1100
O 2.6239 1.3298 2.4538
H -2.2380 0.6947 3.4817
H -2.0320 0.6777 2.0041
O -1.5585 0.8800 2.8199
H -3.5899 -1.0430 -1.7277
H -2.9025 -1.3514 -0.3822
O -3.7520 -1.1320 -0.7827
H 0.9021 -1.7012 3.3170
H 1.9275 -0.7004 2.7993
O 1.3421 -1.3915 2.5176
```

Output
HOMO (alpha / beta) ... -13.23 / -13.23 eV
Charge ... +1
Strongest force on any atom ... 2.9 eV Å⁻¹
Energy relative to the best compared isomer or geometry (same formula, charge and spin) ... 145.7 kJ/mol
⟨S²⟩ ... 0.78
LUMO (alpha / beta) ... -3.74 / -9.85 eV
Multiplicity ... 2

Here are the Mulliken charges for atoms 1 to 6, given in e:
1. O -0.41
2. C 0.40
3. N 0.84
4. C 0.43
5. O -0.40
6. O -0.51

---

[2]
C18H31ClN5ORhS3 as an isolated structure at a distorted geometry, computed with the ωB97M-V functional and the def2-TZVPD basis.

XYZ file:
```
60
Properties=species:S:1:pos:R:3
Rh -0.6656 -0.8467 0.5931
C 0.4558 -4.4532 3.2819
S -0.1494 -2.8101 3.1083
C -1.7177 -2.9662 3.9907
O -0.5537 -2.7440 1.6306
H -0.3409 -5.1441 3.0991
H 0.7842 -4.5254 4.3234
H 1.2959 -4.6545 2.6137
H -1.4676 -3.4913 4.9129
H -2.3489 -3.5822 3.3737
H -2.1284 -1.9754 4.1725
C -0.3437 -0.7020 -3.2466
N -1.4206 0.2336 -2.8295
C -1.2229 1.5864 -3.2918
C -2.3862 -0.1588 -2.0131
S -2.2528 -1.5937 -1.0184
N -3.5675 0.4783 -2.0145
C -4.4952 0.3642 -0.8921
C -4.2074 1.0285 -3.2020
H -0.1247 -0.4967 -4.3122
H -0.6175 -1.7366 -3.0849
H 0.5705 -0.4607 -2.7124
H -0.1773 1.8586 -3.0533
H -1.8838 2.2582 -2.7317
H -1.3392 1.7014 -4.3714
H -3.9695 0.2538 0.0549
H -5.1492 -0.4987 -1.0053
H -5.0881 1.2787 -0.8920
H -3.7293 0.5801 -4.0621
H -4.1111 2.1224 -3.2473
H -5.2633 0.7355 -3.1881
Cl -1.5845 2.4751 0.2180
C -0.1330 2.4739 1.1614
C 0.9227 3.2862 0.8406
C 2.0820 3.2616 1.6446
C 2.2128 2.3378 2.6985
C 1.1614 1.4829 2.9725
C -0.0691 1.5327 2.2370
C -1.1814 0.7295 2.5531
H 0.8423 3.9973 0.0578
H 2.8621 3.9733 1.4101
H 3.1347 2.2953 3.2679
H 1.1875 0.7675 3.7726
H -2.1393 0.9441 2.1228
H -1.1094 0.0333 3.3977
C 5.1626 1.5879 -0.7968
C 3.8530 1.5145 -1.5515
C 3.0015 0.3583 -1.0879
N 1.8514 0.4840 -0.5584
N 1.2886 -0.7186 -0.2027
C 2.0693 -1.7619 -0.4941
N 1.7102 -3.0528 -0.2824
S 3.5590 -1.2997 -1.1698
H 5.7860 2.4580 -1.1388
H 5.7472 0.6930 -0.9248
H 4.9934 1.7281 0.2596
H 4.0245 1.4241 -2.6257
H 3.2494 2.3962 -1.4158
H 0.8370 -3.2296 0.2134
H 2.2931 -3.8114 -0.5650
```

Output
HOMO (alpha / beta) ... -13.13 / -14.68 eV
Charge ... +2
Strongest force on any atom ... 1.6 eV Å⁻¹
Energy relative to the best compared isomer or geometry (same formula, charge and spin) ... 0.0 kJ/mol
⟨S²⟩ ... 6.05
LUMO (alpha / beta) ... -4.52 / -7.82 eV
Multiplicity ... 5

Here are the Mulliken charges for atoms 1 to 6, given in e:
1. Rh 1.06
2. C -1.18
3. S 0.72
4. C -1.06
5. O -0.79
6. H 0.39

---

[3]
A 2-piece molecular cluster, C9H14ClN3OP overall at a distorted geometry, computed with the ωB97M-V functional and the def2-TZVPD basis.

XYZ file:
```
29
Properties=species:S:1:pos:R:3
C -4.1431 -0.7322 0.4055
C -3.1069 -0.9336 1.3283
C -3.8339 -0.1222 -0.8616
C -1.7775 -0.7006 1.0157
C -2.5591 0.1942 -1.1762
C -1.5650 -0.0388 -0.2246
C 2.4827 -0.2283 -0.0686
C 2.6000 -2.6105 -0.1753
C 2.3925 2.2186 0.0402
N 3.1915 -1.3016 0.0326
N 1.1420 -0.2392 -0.0198
N 3.1451 0.9686 -0.1601
O 0.1457 1.2851 -2.0314
P 0.0185 0.5398 -0.8121
Cl -1.7827 3.1002 0.1808
H -5.2459 -1.0296 0.6632
H -3.4026 -1.3673 2.2604
H -4.6981 0.1443 -1.3776
H -1.1115 -1.1011 1.7812
H -2.2125 0.9419 -1.9666
H 3.3116 -3.3048 -0.6899
H 2.5074 -3.0646 0.8785
H 1.7025 -2.4326 -0.7337
H 2.8273 2.7290 0.8255
H 1.3371 1.9230 0.3862
H 2.3796 2.8721 -0.9613
H 4.1248 -1.3060 0.3656
H -2.0566 2.6715 1.2929
H 4.1871 0.9249 -0.1977
```

Output
HOMO ... -12.97 eV
Charge ... +1
Strongest force on any atom ... 3.7 eV Å⁻¹
Energy relative to the best compared isomer or geometry (same formula, charge and spin) ... 19.5 kJ/mol
LUMO ... -4.14 eV
Multiplicity ... 1

Here are the Mulliken charges for atoms 1 to 6, given in e:
1. C -0.29
2. C -0.54
3. C -0.57
4. C -0.57
5. C -0.28
6. C 0.62

---

[4]
A 2-piece molecular cluster, C5H9NS overall at a distorted geometry, computed with the ωB97M-V functional and the def2-TZVPD basis.

XYZ file:
```
16
Properties=species:S:1:pos:R:3
C 1.3540 -0.4622 1.0543
C 1.2766 0.0559 -0.3203
C 1.1318 -0.9385 -1.3607
S 1.2961 1.6489 -0.5904
H 2.4043 -0.9655 1.2090
H 0.4448 -1.0706 1.3409
H 1.4134 0.3505 1.7744
H 0.5685 -1.7334 -0.8416
H 2.0931 -1.2709 -1.7689
H 0.5422 -0.6722 -2.1544
C -2.1907 1.3117 0.3521
C -1.9295 -0.0979 0.1232
N -1.6227 -1.1768 0.0725
H -1.2217 1.8077 0.5118
H -2.9243 1.5528 1.1945
H -2.6360 1.6603 -0.5963
```

Output
HOMO ... -8.49 eV
Strongest force on any atom ... 3.4 eV Å⁻¹
Energy relative to the best compared isomer or geometry (same formula, charge and spin) ... 122.1 kJ/mol
LUMO ... 0.05 eV
SMILES ... CC(C)=S.CC#N
Multiplicity ... 1

Here are the Mulliken charges for atoms 1 to 6, given in e:
1. C -1.04
2. C 0.44
3. C -1.14
4. S -0.24
5. H 0.30
6. H 0.33

---

[5]
One molecule with the formula C5H8N2, computed with the ωB97M-V functional and the def2-TZVPD basis.

XYZ file:
```
15
Properties=species:S:1:pos:R:3
C 0.0284 -1.9986 -1.1048
N -0.1653 -0.8345 -0.2742
C -1.3715 -0.2774 0.0501
C -1.1462 0.9198 0.6823
C 0.2611 1.1110 0.7147
N 0.8920 2.2996 1.1760
C 0.8382 0.0172 0.1172
H -0.8723 -2.6155 -1.0726
H 0.2286 -1.7198 -2.1465
H 0.8694 -2.5876 -0.7291
H -2.2942 -0.7795 -0.2068
H -1.8862 1.5918 1.0960
H 0.8671 2.9469 0.3947
H 1.8725 2.1368 1.3824
H 1.8785 -0.2103 -0.0795
```

Output
HOMO ... -7.91 eV
Strongest force on any atom ... 0.4 eV Å⁻¹
Energy relative to the best compared isomer or geometry (same formula, charge and spin) ... 52.8 kJ/mol
LUMO ... 0.98 eV
SMILES ... Cn1ccc(N)c1
Multiplicity ... 1

Here are the Mulliken charges for atoms 1 to 6, given in e:
1. C -0.87
2. N 0.18
3. C -0.26
4. C -0.77
5. C 0.64
6. N -0.60

---

Among the records above, which one has the highest multiplicity? C18H31ClN5ORhS3

---

What is the energy relative to the best compared isomer or geometry (same formula, charge and spin) in the second record? 0.0 kJ/mol